{
  "formula": "C5H6",
  "method": "ωB97M-V with the def2-TZVPD basis set",
  "smiles": "C1=CCC=C1",
  "mol_weight_g_mol": 66.103,
  "total_energy_ev": -5281.199,
  "de_lowest_kj_mol": 0.0,
  "homo_ev": -8.571,
  "orbital_gap_ev": 9.83,
  "elements": ["C", "H", "H", "H", "C", "H", "H", "C", "C", "H", "C"],
  "xyz": [[-1.1818, -0.1157, 0.0041], [-2.2327, -0.3807, -0.0024], [-0.1072, -1.7745, 0.8734], [2.1748, -0.6523, -0.0003], [1.1641, -0.2612, -0.0039], [-0.1366, -1.7856, -0.8635], [-1.2175, 2.0515, -0.0168], [0.8004, 1.0292, 0.0041], [-0.6684, 1.1237, 0.0034], [1.4730, 1.8778, 0.0008], [-0.0682, -1.1122, 0.0011]],
  "mulliken_charge": [-0.449, 0.372, 0.243, 0.370, -0.460, 0.247, 0.398, -0.353, -0.385, 0.388, -0.370]
}